Density functional theory data (the ωB97M-V functional and the def2-TZVPD basis) for C11H11Cl3N2O3PtS as an isolated structure at a distorted geometry.

```
32
Properties=species:S:1:pos:R:3
Pt 0.00032 0.26201 -0.09731
C 2.58723 1.19120 2.56881
C 2.42649 -0.20608 1.90118
C 3.10361 -1.30675 2.70466
O 0.95428 -0.44700 1.90328
C 2.89479 -0.19737 0.42826
O 3.97043 -0.62251 0.07849
O 2.08825 0.44820 -0.36900
H 2.00526 1.24772 3.50287
H 2.18122 1.91683 1.82572
H 3.62197 1.54637 2.70366
H 2.81799 -1.41177 3.74186
H 4.24356 -1.23535 2.74880
H 2.97013 -2.28948 2.23193
H 0.51679 -0.01471 2.67654
S -1.13459 -2.00228 -0.51390
C -2.46099 -0.88953 -0.40884
C -3.80795 -1.26245 -0.70446
C -4.79399 -0.32332 -0.56784
C -4.45810 0.98033 -0.09133
C -3.13936 1.27869 0.17703
N -2.14499 0.33089 0.04751
H -3.95965 -2.22913 -1.04618
H -5.81207 -0.64293 -0.77604
H -5.22455 1.74216 0.00816
H -2.82347 2.22392 0.50056
Cl 2.46752 0.50729 -4.37436
C 0.75713 0.26213 -4.55686
Cl 0.28640 -1.39222 -4.87623
Cl 0.14084 1.35674 -5.85761
C 0.09070 0.56346 -3.28987
N -0.36521 0.61495 -2.21949
```

expectation value of S²	2.01
spin multiplicity	3
M	552.7	g mol⁻¹
max |F|	2.86	eV Å⁻¹
HOMO (spin up / spin down)	-0.2826 / -0.2968	Eh

=====

Density functional theory data (the ωB97M-V functional and the def2-TZVPD basis) for an isolated molecule of C4H8N2O3S at a distorted geometry.

```
18
Properties=species:S:1:pos:R:3
C -2.17713 0.29862 -0.52662
C -1.76815 -0.31013 0.69391
C 0.19766 0.00430 -0.79135
C 2.99512 -0.08131 -0.77483
N -0.92503 0.61424 -1.16306
N -2.69661 -0.79227 1.56922
O -3.24669 0.58068 -1.01876
O 1.65290 -0.26457 1.41733
O 1.81883 1.96944 0.44125
S 1.61962 0.56363 0.23053
H -0.90334 0.20467 1.22372
H 0.28972 -1.04690 -0.42578
H 2.79394 0.10381 -1.84547
H 3.95176 0.39107 -0.36315
H 3.01355 -1.17654 -0.56432
H -0.89648 1.37325 -1.79253
H -2.21232 -1.08569 2.45364
H -3.50734 -1.34629 1.23628
```

M	164.2	g mol⁻¹
max |F|	3.33	eV Å⁻¹
HOMO (spin up / spin down)	-0.3110 / -0.3007	Eh

=====

Density functional theory data (the ωB97M-V functional and the def2-TZVPD basis) for C26H17ClCoN5O8S2 as an isolated structure.

```
60
Properties=species:S:1:pos:R:3
Co -0.00317 0.00389 0.18368
Cl -3.55061 6.29765 0.58103
C -2.81121 4.76775 0.17774
C -3.31865 4.02177 -0.90172
C -2.79132 2.80048 -1.20717
C -1.72605 2.22103 -0.44317
O -1.35560 1.02789 -0.71031
C -1.17430 3.04172 0.58502
C -0.03654 2.64928 1.34769
N 0.61432 1.53880 1.20469
C 1.73377 1.25118 2.01917
C 2.41130 2.11446 2.83948
C 3.52523 1.66293 3.58020
C 3.96547 0.37301 3.48397
C 3.28821 -0.54050 2.64058
C 3.67927 -1.89018 2.45440
C 2.96574 -2.68758 1.61152
C 1.83269 -2.15804 0.95544
N 1.44280 -0.91988 1.12533
C 2.16458 -0.09720 1.93611
C -1.75131 4.29396 0.89106
H -4.13101 4.43109 -1.48837
H -3.17582 2.21216 -2.03067
H 0.27772 3.35618 2.11341
H 2.12107 3.15175 2.92288
H 4.03814 2.36318 4.22616
H 4.83448 0.03939 4.03589
H 4.54788 -2.26737 2.97879
H 3.23895 -3.71758 1.43485
H 1.23225 -2.76935 0.29558
H -1.34490 4.87723 1.70775
O -1.65340 -3.48357 -1.08510
C -0.93278 -2.49504 -1.08357
O -0.98824 -1.59469 -0.16226
C 0.08528 -2.33523 -2.20738
C 0.10065 -3.36537 -3.11934
C 0.94100 -3.35407 -4.22895
C 1.79103 -2.28635 -4.45648
C 1.81753 -1.26377 -3.54116
C 0.98887 -1.20571 -2.35981
O 1.06327 -0.22714 -1.57697
N 2.77790 -0.19967 -3.81299
O 3.02617 0.04918 -4.98593
O 3.29935 0.37343 -2.87770
N 0.94800 -4.46928 -5.14521
O 0.21076 -5.41509 -4.91386
O 1.69687 -4.41999 -6.11193
H -0.57940 -4.18957 -2.95731
H 2.43250 -2.25974 -5.32351
S -0.94380 -0.29528 3.69097
C -2.28098 0.02208 2.76874
N -2.62658 -0.64553 1.66654
C -3.75941 -0.17496 0.89691
C -4.58738 0.71911 1.82766
S -3.45509 1.27140 3.13815
H -1.96387 -1.31318 1.25366
H -4.34579 -1.02645 0.54976
H -3.41680 0.37681 0.02364
H -5.41134 0.17290 2.28469
H -4.97769 1.58568 1.29771
```

expectation value of S²	0.77
spin multiplicity	2
net charge	-1
M	686.0	g mol⁻¹
max |F|	0.82	eV Å⁻¹
HOMO (spin up / spin down)	-0.2011 / -0.1996	Eh

=====

Q: M of number 2 (C4H8N2O3S)?
A: 164.2 g mol⁻¹

=====

Q: Which of these has the highest max |F|?
A: C4H8N2O3S

=====

Copy entry 3 word for word.
Density functional theory data (the ωB97M-V functional and the def2-TZVPD basis) for C26H17ClCoN5O8S2 as an isolated structure.

```
60
Properties=species:S:1:pos:R:3
Co -0.00317 0.00389 0.18368
Cl -3.55061 6.29765 0.58103
C -2.81121 4.76775 0.17774
C -3.31865 4.02177 -0.90172
C -2.79132 2.80048 -1.20717
C -1.72605 2.22103 -0.44317
O -1.35560 1.02789 -0.71031
C -1.17430 3.04172 0.58502
C -0.03654 2.64928 1.34769
N 0.61432 1.53880 1.20469
C 1.73377 1.25118 2.01917
C 2.41130 2.11446 2.83948
C 3.52523 1.66293 3.58020
C 3.96547 0.37301 3.48397
C 3.28821 -0.54050 2.64058
C 3.67927 -1.89018 2.45440
C 2.96574 -2.68758 1.61152
C 1.83269 -2.15804 0.95544
N 1.44280 -0.91988 1.12533
C 2.16458 -0.09720 1.93611
C -1.75131 4.29396 0.89106
H -4.13101 4.43109 -1.48837
H -3.17582 2.21216 -2.03067
H 0.27772 3.35618 2.11341
H 2.12107 3.15175 2.92288
H 4.03814 2.36318 4.22616
H 4.83448 0.03939 4.03589
H 4.54788 -2.26737 2.97879
H 3.23895 -3.71758 1.43485
H 1.23225 -2.76935 0.29558
H -1.34490 4.87723 1.70775
O -1.65340 -3.48357 -1.08510
C -0.93278 -2.49504 -1.08357
O -0.98824 -1.59469 -0.16226
C 0.08528 -2.33523 -2.20738
C 0.10065 -3.36537 -3.11934
C 0.94100 -3.35407 -4.22895
C 1.79103 -2.28635 -4.45648
C 1.81753 -1.26377 -3.54116
C 0.98887 -1.20571 -2.35981
O 1.06327 -0.22714 -1.57697
N 2.77790 -0.19967 -3.81299
O 3.02617 0.04918 -4.98593
O 3.29935 0.37343 -2.87770
N 0.94800 -4.46928 -5.14521
O 0.21076 -5.41509 -4.91386
O 1.69687 -4.41999 -6.11193
H -0.57940 -4.18957 -2.95731
H 2.43250 -2.25974 -5.32351
S -0.94380 -0.29528 3.69097
C -2.28098 0.02208 2.76874
N -2.62658 -0.64553 1.66654
C -3.75941 -0.17496 0.89691
C -4.58738 0.71911 1.82766
S -3.45509 1.27140 3.13815
H -1.96387 -1.31318 1.25366
H -4.34579 -1.02645 0.54976
H -3.41680 0.37681 0.02364
H -5.41134 0.17290 2.28469
H -4.97769 1.58568 1.29771
```

expectation value of S²	0.77
spin multiplicity	2
net charge	-1
M	686.0	g mol⁻¹
max |F|	0.82	eV Å⁻¹
HOMO (spin up / spin down)	-0.2011 / -0.1996	Eh

=====

Repeat the first record exactly.
Density functional theory data (the ωB97M-V functional and the def2-TZVPD basis) for C11H11Cl3N2O3PtS as an isolated structure at a distorted geometry.

```
32
Properties=species:S:1:pos:R:3
Pt 0.00032 0.26201 -0.09731
C 2.58723 1.19120 2.56881
C 2.42649 -0.20608 1.90118
C 3.10361 -1.30675 2.70466
O 0.95428 -0.44700 1.90328
C 2.89479 -0.19737 0.42826
O 3.97043 -0.62251 0.07849
O 2.08825 0.44820 -0.36900
H 2.00526 1.24772 3.50287
H 2.18122 1.91683 1.82572
H 3.62197 1.54637 2.70366
H 2.81799 -1.41177 3.74186
H 4.24356 -1.23535 2.74880
H 2.97013 -2.28948 2.23193
H 0.51679 -0.01471 2.67654
S -1.13459 -2.00228 -0.51390
C -2.46099 -0.88953 -0.40884
C -3.80795 -1.26245 -0.70446
C -4.79399 -0.32332 -0.56784
C -4.45810 0.98033 -0.09133
C -3.13936 1.27869 0.17703
N -2.14499 0.33089 0.04751
H -3.95965 -2.22913 -1.04618
H -5.81207 -0.64293 -0.77604
H -5.22455 1.74216 0.00816
H -2.82347 2.22392 0.50056
Cl 2.46752 0.50729 -4.37436
C 0.75713 0.26213 -4.55686
Cl 0.28640 -1.39222 -4.87623
Cl 0.14084 1.35674 -5.85761
C 0.09070 0.56346 -3.28987
N -0.36521 0.61495 -2.21949
```

expectation value of S²	2.01
spin multiplicity	3
M	552.7	g mol⁻¹
max |F|	2.86	eV Å⁻¹
HOMO (spin up / spin down)	-0.2826 / -0.2968	Eh